No. 1
DFT (the ωB97M-V functional and the def2-TZVPD basis) results for a cluster of 25 separate species, C26H99FN5O26S3 in total in a non-equilibrium geometry.

Summary:
Lowest unoccupied orbital energy, eV: -5.21
HOMO-LUMO gap, eV: 4.9

```
! RIJCOSX wB97M-V def2-TZVPD def2/J DEFGRID3
* xyz 1 1
C -3.97 -4.14 -2.08
C -2.42 -3.85 -1.74
C -1.96 -4.75 -0.50
C -0.38 -4.95 -0.42
C 0.44 -3.61 -0.18
C 0.14 -2.93 1.24
C 1.38 -2.06 1.79
C 1.02 -0.54 2.08
C -0.12 -0.31 3.18
C 0.20 0.94 4.13
C -1.07 1.89 4.35
C -0.70 3.46 4.18
N -1.49 3.89 2.97
C -0.93 3.85 1.77
N -1.70 4.21 0.60
C -0.73 3.97 -0.43
C -1.20 4.18 -1.92
C -0.10 4.68 -2.95
C 0.60 3.59 -3.85
C -0.19 2.23 -4.03
N 0.37 1.27 -5.00
C 1.86 1.22 -5.02
C 2.49 -0.13 -5.59
C 2.94 -1.05 -4.35
C 2.73 -2.62 -4.58
C -0.26 -0.04 -4.79
S -1.00 -0.77 -6.11
S -0.31 -0.96 -3.19
C -1.90 -0.37 -2.37
C -1.59 0.08 -0.86
C -2.88 0.04 0.08
N 0.49 3.52 0.16
S 1.92 3.08 -0.66
O 2.63 4.24 -1.29
O 2.84 2.57 0.41
F 1.71 1.80 -1.70
N 0.41 3.45 1.52
H -4.22 -3.83 -3.14
H -4.66 -3.57 -1.38
H -4.22 -5.25 -1.94
H -1.81 -4.03 -2.68
H -2.33 -2.76 -1.46
H -2.43 -5.78 -0.65
H -2.33 -4.37 0.50
H -0.04 -5.49 -1.36
H -0.16 -5.68 0.44
H 0.14 -2.87 -0.98
H 1.54 -3.88 -0.24
H -0.80 -2.31 1.12
H -0.04 -3.78 1.98
H 1.78 -2.59 2.73
H 2.21 -2.12 1.01
H 2.00 -0.01 2.34
H 0.69 -0.11 1.07
H -0.18 -1.29 3.78
H -1.10 -0.22 2.63
H 1.13 1.48 3.76
H 0.43 0.48 5.15
H -1.60 1.69 5.34
H -1.84 1.60 3.55
H -1.07 4.01 5.10
H 0.41 3.61 4.05
H -2.48 4.17 3.01
H -1.78 3.25 -2.21
H -1.99 5.01 -1.86
H -0.62 5.43 -3.65
H 0.65 5.32 -2.37
H 0.72 4.04 -4.90
H 1.67 3.46 -3.47
H -1.24 2.50 -4.41
H -0.36 1.79 -2.98
H 2.36 1.44 -4.03
H 2.20 2.06 -5.73
H 1.87 -0.66 -6.37
H 3.46 0.18 -6.12
H 2.47 -0.68 -3.37
H 4.05 -0.90 -4.21
H 3.71 -3.14 -4.31
H 1.99 -2.98 -3.79
H 2.43 -2.91 -5.63
H -2.37 0.49 -2.95
H -2.69 -1.19 -2.38
H -0.79 -0.61 -0.42
H -1.21 1.15 -0.92
H -3.76 0.37 -0.57
H -3.06 -0.97 0.54
H -2.72 0.78 0.95
H 1.14 3.15 2.19
O 0.11 6.58 3.47
H -0.61 5.97 3.24
H 0.87 6.25 2.97
O -5.85 -0.79 -1.39
H -6.12 -0.80 -2.31
H -6.52 -0.24 -0.96
O 4.69 4.64 -3.91
H 4.23 4.57 -3.07
H 4.74 5.59 -4.08
O -4.54 1.98 -2.77
H -4.37 2.20 -3.69
H -4.49 2.83 -2.31
O -0.58 7.57 0.76
H -0.40 7.23 1.65
H -0.82 6.79 0.25
O 7.26 4.23 -2.07
H 6.52 4.17 -2.69
H 7.34 3.33 -1.72
O 2.21 -6.11 -2.03
H 1.90 -6.44 -2.88
H 3.18 -6.19 -2.08
O 4.12 -5.10 -2.12
H 4.30 -4.83 -3.04
H 4.19 -4.28 -1.62
O -3.46 -0.60 3.13
H -3.05 -1.23 3.74
H -3.77 0.11 3.70
O 4.43 -5.23 -4.97
H 3.68 -5.81 -5.16
H 5.16 -5.63 -5.47
O 0.45 -6.97 2.19
H 1.35 -7.07 2.52
H -0.04 -7.67 2.64
O -6.46 0.12 1.68
H -5.56 0.02 2.01
H -6.97 -0.48 2.23
O 2.15 -0.76 6.12
H 2.59 0.10 6.13
H 2.88 -1.39 6.05
O -4.33 -0.51 5.99
H -3.87 -0.90 6.74
H -5.23 -0.84 6.06
O 1.83 1.87 6.89
H 2.47 2.03 7.60
H 0.97 1.89 7.34
O -7.83 0.40 -3.15
H -8.10 0.38 -4.08
H -8.51 0.94 -2.73
O -6.29 -1.83 4.29
H -7.03 -2.42 4.12
H -5.56 -2.23 3.81
O 5.41 4.43 0.21
H 4.70 3.82 -0.01
H 6.17 4.08 -0.28
O 2.20 -1.89 9.01
H 2.26 -1.39 8.19
H 2.94 -1.58 9.53
O 4.87 0.21 -2.62
H 5.50 0.57 -1.99
H 4.01 0.42 -2.23
O -7.38 2.96 -2.75
H -6.91 3.79 -2.84
H -6.68 2.29 -2.73
O 3.38 -9.02 -2.46
H 3.83 -9.71 -1.95
H 3.03 -8.42 -1.80
O 4.60 -1.82 4.85
H 4.28 -2.18 4.02
H 5.56 -1.90 4.79
O 3.50 4.08 6.39
H 2.80 3.46 6.15
H 4.26 3.77 5.87
*
```

---

No. 2
DFT (the ωB97M-V functional and the def2-TZVPD basis) results for a structure of composition C27H13Cl2F5IKN6O2Se in a non-equilibrium geometry.

Summary:
Lowest unoccupied orbital energy, eV: 3.55
HOMO-LUMO gap, eV: 5.7
Energy relative to the best compared isomer or geometry (same formula, charge and spin), kcal per mole: 19.7

```
! RIJCOSX wB97M-V def2-TZVPD def2/J DEFGRID3
* xyz -2 1
K 0.41 -0.32 -0.86
Cl 5.45 -5.77 -0.99
C 4.75 -4.17 -0.82
C 3.37 -4.06 -0.76
C 2.72 -2.82 -0.64
N 1.33 -2.66 -0.69
C 0.53 -3.67 -0.37
O 0.79 -4.81 0.07
C -0.97 -3.37 -0.53
C -1.86 -4.44 -0.43
C -3.22 -4.20 -0.48
C -3.67 -2.89 -0.62
C -2.72 -1.89 -0.73
N -1.40 -2.12 -0.71
C 3.54 -1.65 -0.54
C 4.93 -1.80 -0.59
C 5.53 -3.04 -0.73
Cl 7.28 -3.12 -0.79
N 2.94 -0.38 -0.51
C 3.56 0.67 0.03
O 4.59 0.72 0.74
C 2.88 2.01 -0.25
C 3.68 3.14 -0.34
C 3.07 4.37 -0.58
C 1.69 4.42 -0.68
C 0.97 3.24 -0.56
N 1.55 2.06 -0.37
H 2.76 -4.95 -0.81
H -1.45 -5.43 -0.28
H -3.93 -5.02 -0.40
H -4.72 -2.65 -0.64
H -3.02 -0.84 -0.82
H 5.56 -0.92 -0.49
H 4.75 3.04 -0.20
H 3.67 5.27 -0.67
H 1.17 5.36 -0.85
H -0.12 3.24 -0.61
I 0.33 -0.65 5.89
C 0.41 -0.45 3.84
C 1.53 -0.61 3.05
N 1.11 -0.38 1.79
N -0.19 -0.09 1.71
C -0.64 -0.13 2.96
H 2.55 -0.85 3.28
H 1.71 -0.41 0.94
H -1.67 0.10 3.17
F -7.36 5.07 -1.33
C -6.28 4.35 -0.97
C -6.23 3.71 0.25
F -7.27 3.83 1.09
C -5.12 2.97 0.60
F -5.16 2.40 1.82
C -4.00 2.81 -0.22
Se -2.48 1.81 0.29
C -4.10 3.47 -1.45
F -3.10 3.42 -2.34
C -5.21 4.22 -1.82
F -5.24 4.83 -3.03
*
```

---

No. 3
DFT (the ωB97M-V functional and the def2-TZVPD basis) results for a structure of composition C27H15Br2ClFeN5O8 in a non-equilibrium geometry.

Summary:
Lowest unoccupied orbital energy (alpha / beta), eV: 3.62 / 3.62
HOMO-LUMO gap (alpha / beta), eV: 6.8 / 6.8
Energy relative to the best compared isomer or geometry (same formula, charge and spin), kcal per mole: 22.3
⟨S²⟩: 0.80

```
! RIJCOSX wB97M-V def2-TZVPD def2/J DEFGRID3
* xyz -2 2
Fe 0.14 -0.34 -0.18
O 0.22 2.19 -3.36
C 0.07 1.28 -2.55
O 0.45 1.28 -1.32
C -0.68 0.02 -2.93
C -0.84 -0.51 -4.20
C -1.52 -1.71 -4.30
C -2.06 -2.32 -3.18
C -1.86 -1.71 -1.95
N -1.18 -0.58 -1.86
C -2.32 -2.23 -0.58
O -3.18 -3.11 -0.55
O -1.76 -1.60 0.35
H -0.41 0.00 -5.05
H -1.63 -2.19 -5.27
H -2.61 -3.25 -3.22
Br 3.23 1.53 3.33
C 1.45 2.01 2.95
C 0.85 3.07 3.65
C -0.43 3.46 3.40
Br -1.17 4.92 4.38
C -1.21 2.81 2.40
C -2.53 3.11 2.02
C -3.13 2.37 1.04
C -2.43 1.31 0.43
N -1.20 1.02 0.77
C -0.59 1.75 1.72
C 0.76 1.33 1.95
O 1.21 0.36 1.25
H 1.43 3.57 4.41
H -3.06 3.92 2.51
H -4.14 2.58 0.72
H -2.88 0.70 -0.34
N 0.69 -2.02 0.79
C 1.42 -2.70 1.40
N 2.25 -3.51 1.96
C 2.26 -3.81 3.23
N 2.36 -4.15 4.34
C 3.06 3.28 0.41
C 3.67 2.86 -0.89
C 4.10 3.78 -1.82
C 4.63 3.35 -3.03
Cl 5.17 4.55 -4.20
C 4.72 2.02 -3.34
C 4.29 1.07 -2.41
C 3.77 1.49 -1.19
O 3.35 0.66 -0.21
C 3.45 -0.74 -0.42
C 2.55 -1.35 -1.50
O 3.07 -2.06 -2.35
O 1.27 -1.15 -1.45
H 3.21 4.35 0.59
H 3.47 2.71 1.25
H 1.99 3.07 0.39
H 4.02 4.84 -1.61
H 5.10 1.70 -4.30
H 4.33 0.02 -2.67
H 3.19 -1.19 0.54
H 4.49 -1.01 -0.66
*
```

---

No. 4
DFT (the ωB97M-V functional and the def2-TZVPD basis) results for a structure of composition C27H16IN2NiO2S2Te4 in a non-equilibrium geometry.

Summary:
Lowest unoccupied orbital energy (alpha / beta), eV: 1.12 / 1.12
HOMO-LUMO gap (alpha / beta), eV: 3.7 / 3.7
Energy relative to the best compared isomer or geometry (same formula, charge and spin), kcal per mole: 38.1

```
! RIJCOSX wB97M-V def2-TZVPD def2/J DEFGRID3
* xyz -1 1
Ni -0.13 -0.02 0.03
S 1.89 2.63 4.75
C 2.35 2.99 6.36
C 1.77 2.13 7.24
C 0.95 1.17 6.60
C 0.90 1.30 5.24
C 0.16 0.49 4.27
C 0.24 0.74 2.89
N -0.41 0.06 1.98
C -1.19 -0.98 2.37
C -1.35 -1.31 3.72
C -2.19 -2.43 4.05
C -2.81 -3.15 3.09
C -2.64 -2.83 1.69
C -3.17 -3.60 0.66
C -2.92 -3.25 -0.66
C -2.17 -2.09 -0.89
N -1.64 -1.35 0.07
C -1.85 -1.73 1.36
C -3.37 -4.06 -1.80
C -3.10 -3.89 -3.13
C -3.67 -4.90 -3.96
C -4.37 -5.82 -3.25
S -4.35 -5.47 -1.57
C -0.66 -0.56 4.67
H 3.02 3.81 6.55
H 1.93 2.18 8.31
H 0.41 0.39 7.14
H 0.86 1.55 2.52
H -2.31 -2.69 5.10
H -3.42 -4.00 3.35
H -3.77 -4.47 0.89
H -2.00 -1.73 -1.90
H -2.50 -3.08 -3.52
H -3.55 -4.93 -5.03
H -4.91 -6.69 -3.61
H -0.76 -0.80 5.72
Te 0.74 0.21 -2.27
Te -1.09 1.03 -4.21
Te -1.75 3.09 -2.53
Te -0.04 2.37 -0.58
I 1.01 -5.00 4.64
C 1.68 -3.64 3.19
C 0.96 -3.49 2.01
C 1.39 -2.56 1.08
C 2.52 -1.78 1.30
C 3.25 -1.98 2.47
C 2.83 -2.90 3.42
C 2.94 -0.74 0.28
O 4.10 -0.71 -0.10
O 1.99 0.07 -0.05
H 0.07 -4.08 1.84
H 0.84 -2.44 0.15
H 4.15 -1.40 2.63
H 3.40 -3.04 4.33
*
```

---

| no. | electronic energy (eV) |
| --- | --- |
| 1 | -124461.8508 |
| 2 | -169653.3903 |
| 3 | -239071.9736 |
| 4 | -135324.6262 |